# 1
{
  "formula": "C5H12O2",
  "method": "ωB97M-V/def2-TZVPD",
  "elements": ["C", "C", "C", "C", "C", "H", "H", "H", "H", "H", "H", "H", "H", "H", "H", "O", "H", "H", "O"],
  "coordinates": [[2.37133, -0.83396, 0.50316], [1.36152, -0.53135, -0.53742], [1.13188, 0.51686, -1.41039], [-0.07299, 1.26422, -1.41445], [-1.29714, 0.67617, -1.57697], [2.03356, -0.52495, 1.52735], [2.68416, -1.87773, 0.57261], [3.27924, -0.24623, 0.35020], [0.57957, -1.24962, -0.54132], [1.94392, 0.86801, -2.04364], [-0.02741, 2.33926, -1.67899], [-2.13412, 1.26415, -1.98372], [-1.48072, -0.38024, -1.36857], [-0.71897, -1.91348, 1.84437], [-1.96412, -1.06371, 1.82517], [-1.64865, -1.94879, 1.61272], [-1.65878, 1.11567, 0.71194], [-2.24788, 1.65756, 2.10924], [-2.13439, 0.86817, 1.49873]],
  "forces_ev_per_a": [[1.443, 0.985, -0.240], [-0.498, -0.830, 0.747], [1.435, 0.559, 0.603], [-1.478, 0.237, -1.804], [0.019, 0.043, 0.371], [-0.318, -0.231, -0.859], [-0.506, -0.092, -0.172], [0.016, 0.046, -0.018], [-1.287, -0.536, 0.406], [0.258, 0.520, 0.495], [0.362, -0.766, 0.120], [0.385, -0.266, 0.519], [0.090, 0.200, -0.252], [0.101, -0.199, 0.253], [-0.223, 0.239, 0.039], [0.220, -0.046, -0.372], [0.192, 0.618, -0.087], [0.335, -1.342, -1.416], [-0.546, 0.860, 1.666]],
  "mulliken_spin": [0.029, 0.276, 0.282, -0.002, 0.247, 0.031, 0.021, 0.001, 0.053, 0.030, 0.003, 0.013, 0.012, 0.000, 0.000, 0.001, -0.001, 0.000, 0.003],
  "multiplicity": 2,
  "mol_weight_g_mol": 104.1,
  "e_above_lowest_ev": 1.190,
  "s_squared": 0.77,
  "charge": 1,
  "orbital_gap_ev": [8.25, 6.76]
}

***

# 2
{
  "formula": "C22H35AuBrN3O2S",
  "method": "ωB97M-V/def2-TZVPD",
  "elements": ["Au", "C", "C", "C", "C", "C", "C", "C", "Br", "C", "O", "C", "C", "C", "C", "C", "C", "H", "H", "H", "H", "H", "H", "H", "H", "H", "H", "H", "H", "H", "H", "H", "H", "H", "H", "H", "H", "C", "N", "C", "C", "N", "C", "S", "H", "H", "H", "H", "H", "H", "C", "N", "C", "C", "C", "O", "H", "H", "H", "H", "H", "H", "H", "H", "H"],
  "coordinates": [[1.56769, -0.51685, 1.15080], [-5.29904, -0.88945, -2.93052], [-3.97091, -1.44829, -3.46758], [-4.05454, -2.97301, -3.51679], [-3.73298, -0.91364, -4.88992], [-2.84176, -0.96511, -2.57453], [-1.98794, -1.86473, -1.88967], [-0.98127, -1.36708, -1.13259], [0.15502, -2.58493, -0.24038], [-0.73435, 0.05387, -0.97288], [0.24682, 0.48119, -0.30799], [-1.64982, 0.97467, -1.63510], [-2.63057, 0.41697, -2.41407], [-1.56350, 2.50535, -1.56037], [-2.96839, 3.06630, -1.28482], [-0.62933, 3.08689, -0.48983], [-1.09245, 3.01469, -2.93190], [-6.10960, -1.22893, -3.57646], [-5.31726, 0.20077, -2.93058], [-5.50959, -1.23805, -1.91835], [-4.89050, -3.26151, -4.15338], [-4.23238, -3.41276, -2.53332], [-3.15587, -3.42218, -3.94499], [-4.54077, -1.25674, -5.53720], [-2.79135, -1.27331, -5.30747], [-3.72835, 0.17619, -4.92264], [-2.13531, -2.93049, -1.97287], [-3.29775, 1.07989, -2.94608], [-3.39087, 2.67178, -0.35910], [-3.67016, 2.86166, -2.09266], [-2.90132, 4.15032, -1.19078], [-0.89719, 2.75551, 0.51654], [-0.74494, 4.17113, -0.52296], [0.41638, 2.85474, -0.66950], [-1.76342, 2.69921, -3.73208], [-0.08662, 2.66190, -3.16741], [-1.07298, 4.10541, -2.92398], [5.48348, -1.40966, 2.88673], [4.99960, -2.54982, 2.09400], [5.24700, -3.86644, 2.37122], [4.63983, -4.60727, 1.40275], [4.03315, -3.71462, 0.56965], [4.24027, -2.44818, 0.98949], [3.75157, -1.02919, 0.18248], [6.10987, -1.80676, 3.67897], [4.62627, -0.88580, 3.30318], [6.06610, -0.75101, 2.24946], [5.84769, -4.17083, 3.21008], [4.61011, -5.67063, 1.24528], [3.52591, -3.92894, -0.27653], [2.42818, 2.35433, 2.36358], [2.00012, 1.88546, 3.68415], [1.59832, 2.88701, 4.68965], [2.01044, 0.59842, 3.96742], [1.66503, 0.11738, 5.34282], [2.33399, -0.28506, 3.10828], [2.56702, 3.42926, 2.41683], [1.66693, 2.15711, 1.60433], [3.36644, 1.88472, 2.07608], [1.47149, 3.83740, 4.18258], [2.36374, 2.99810, 5.45539], [0.65000, 2.61359, 5.14496], [1.92620, 0.81679, 6.13118], [2.16960, -0.83095, 5.50669], [0.58885, -0.06579, 5.39272]],
  "forces_ev_per_a": [[-0.068, 0.207, -0.034], [-0.098, 0.031, -0.020], [0.141, -0.047, 0.127], [-0.041, -0.068, -0.052], [-0.014, 0.046, -0.069], [-0.061, -0.043, -0.067], [-0.095, 0.132, -0.065], [-0.025, 0.079, -0.015], [-0.026, -0.108, 0.040], [0.099, -0.017, 0.007], [0.061, -0.016, 0.029], [-0.046, 0.004, -0.018], [-0.023, -0.043, -0.030], [0.043, -0.062, 0.036], [-0.096, 0.053, 0.014], [-0.088, -0.022, 0.033], [0.064, 0.016, -0.083], [0.004, 0.001, 0.006], [0.005, -0.009, 0.011], [0.050, -0.014, 0.001], [0.005, 0.000, 0.004], [-0.022, 0.033, 0.007], [0.009, 0.028, 0.003], [0.003, -0.004, 0.008], [0.005, -0.020, 0.039], [0.002, -0.004, -0.003], [0.008, -0.004, -0.020], [0.016, -0.021, 0.018], [0.038, -0.011, 0.009], [0.010, 0.012, 0.022], [-0.015, -0.005, 0.001], [-0.012, -0.023, -0.040], [0.036, -0.010, 0.042], [0.036, -0.025, -0.052], [0.015, -0.008, 0.013], [-0.011, -0.019, 0.008], [0.003, -0.006, 0.002], [-0.085, -0.222, -0.055], [0.043, 0.233, 0.268], [0.017, -0.014, -0.097], [0.038, 0.075, 0.032], [-0.146, 0.018, -0.099], [0.142, -0.243, 0.011], [-0.022, 0.161, -0.134], [0.017, 0.042, 0.021], [0.069, 0.012, -0.032], [-0.004, 0.031, -0.004], [-0.023, -0.011, 0.011], [-0.007, -0.002, 0.002], [0.003, -0.037, 0.001], [-0.072, 0.106, 0.097], [-0.003, 0.021, 0.042], [-0.023, -0.052, -0.178], [0.006, 0.086, 0.027], [-0.004, -0.045, -0.010], [0.080, -0.170, 0.155], [0.079, 0.000, -0.013], [-0.011, -0.033, -0.001], [-0.016, -0.035, -0.009], [-0.026, 0.018, 0.024], [0.008, 0.004, 0.015], [0.016, -0.005, 0.035], [0.032, 0.022, -0.025], [-0.020, -0.010, 0.009], [-0.002, 0.014, 0.000]],
  "mulliken_spin": [0.349, 0.038, 0.050, 0.011, 0.032, 0.028, 0.066, 0.106, 0.020, 0.228, 0.247, 0.106, 0.030, 0.029, 0.011, -0.011, 0.026, 0.002, -0.001, -0.002, 0.000, -0.001, -0.001, 0.003, 0.000, -0.002, -0.001, 0.004, 0.000, 0.000, -0.001, 0.003, 0.000, 0.000, 0.000, -0.004, 0.002, 0.003, 0.051, 0.036, 0.050, 0.043, -0.057, 0.445, 0.001, 0.000, 0.000, 0.003, 0.003, -0.003, -0.003, 0.005, 0.000, -0.001, 0.004, 0.051, 0.000, 0.005, -0.003, 0.000, 0.000, 0.000, 0.000, 0.001, 0.000],
  "multiplicity": 3,
  "mol_weight_g_mol": 682.5,
  "s_squared": 2.04,
  "charge": 2,
  "orbital_gap_ev": [8.55, 5.99]
}

***

# 3
{
  "formula": "C6H8N4S",
  "method": "ωB97M-V/def2-TZVPD",
  "elements": ["C", "C", "C", "C", "C", "C", "N", "N", "N", "N", "S", "H", "H", "H", "H", "H", "H", "H", "H"],
  "coordinates": [[-2.53645, -0.51026, -1.12366], [-3.10761, 0.23270, -0.17802], [-0.86294, -0.33182, 0.25679], [0.62253, 2.57452, 0.99728], [1.49770, -0.57459, -0.09608], [2.37899, -1.86850, -0.36518], [-1.23190, -0.85596, -0.88546], [1.46910, 1.60988, 0.72299], [1.48763, 0.29135, 1.07276], [0.37314, -0.61267, 0.77964], [-2.00995, 0.64230, 1.07508], [-3.09077, -0.84802, -2.02492], [-4.21446, 0.53610, -0.02025], [-0.35920, 2.50483, 1.40203], [0.72066, 3.46620, 0.46685], [1.22139, 0.00624, -0.99180], [2.27204, -2.48042, 0.52864], [3.38502, -1.52953, -0.43687], [1.98506, -2.25235, -1.17982]],
  "forces_ev_per_a": [[-0.639, -0.793, -1.138], [-3.456, 1.524, 1.224], [0.390, 0.264, -0.786], [0.910, -3.924, -0.734], [0.335, -0.750, -1.016], [-0.195, 4.160, 5.304], [0.161, 0.400, 0.437], [-0.762, 2.823, -0.322], [0.053, 0.393, 0.363], [-0.120, -1.116, 0.662], [-0.382, -0.673, -0.004], [0.739, 0.110, 0.758], [2.202, -0.482, -0.713], [-0.417, -0.585, 0.932], [1.185, 1.555, -0.504], [0.581, -0.366, 0.138], [0.038, -0.286, -0.223], [0.896, -0.027, -0.433], [-1.520, -2.227, -3.947]],
  "lowdin_charge": [-0.267, -0.440, -0.659, -0.010, -0.272, 0.021, 0.071, -0.016, -0.019, -0.011, 1.047, 0.118, 0.101, -0.009, 0.043, 0.140, 0.083, 0.066, 0.013],
  "mol_weight_g_mol": 168.2,
  "e_above_lowest_ev": 3.802,
  "charge": 0,
  "orbital_gap_ev": 8.87
}